No. 1
Here is a cluster of 2 separate species, C10H18O4Si in total from OMol25. Energies are from wB97M-V/def2-TZVPD.

Last column: Mulliken charge in e.
Cartesian coordinates (Å):
Si 1.494 1.087 -0.967  0.355
O -0.600 1.242 -2.538  -0.739
O -0.474 -0.791 -1.489  -0.718
O 1.264 2.144 1.517  -0.550
O 1.966 3.674 0.088  -0.664
C 3.783 0.164 0.590  -2.438
C -5.161 0.269 0.242  -1.032
C -2.690 -0.063 0.833  -0.639
C -3.841 0.532 0.143  0.810
C -3.234 1.630 -0.735  -1.149
C 1.733 -0.836 1.007  -2.132
C -0.073 0.387 -1.763  0.515
C 1.601 2.542 0.401  0.281
C 2.839 -1.559 -1.042  -1.971
C 2.575 -0.324 -0.165  2.182
H -2.278 0.665 1.598  0.261
H 3.538 0.481 1.509  0.511
H 4.442 -0.633 0.807  0.636
H -2.905 1.321 -1.669  0.300
H -4.055 2.365 -1.057  0.298
H 2.170 -1.731 -1.786  0.564
H 3.861 -1.510 -1.526  0.320
H 2.123 -1.769 1.552  0.397
H 4.226 0.962 0.043  0.454
H -2.940 -1.111 1.080  0.346
H 2.731 -2.403 -0.489  0.459
H -6.011 0.734 -0.322  0.247
H -5.428 -0.462 0.881  0.370
H -1.910 -0.237 0.169  -0.096
H 2.204 1.689 -2.039  -0.371
H -2.488 2.118 -0.057  0.257
H 0.674 -1.147 0.941  0.383
H 1.621 -0.107 1.725  0.553

LUMO: 5.4 eV
Charge: -2
Molar mass: 230.3 g mol⁻¹
HOMO energy: -0.4 eV

***

No. 2
Here is a cluster of 3 separate species, C10H18O7S in total from OMol25. Energies are from wB97M-V/def2-TZVPD.

Last column: Mulliken charge in e.
Cartesian coordinates (Å):
S 5.898 11.169 -23.418  0.484
O 10.784 12.970 -18.803  -0.526
O 8.973 13.805 -17.772  -0.299
O 9.434 11.643 -17.455  -0.394
O 9.797 8.248 -30.857  -0.330
O 10.305 10.081 -29.908  -0.263
O 8.977 8.678 -28.780  -0.649
O 5.493 11.862 -22.107  -0.622
C 9.681 8.973 -29.796  0.686
C 8.156 11.843 -16.794  0.563
C 10.953 10.021 -31.127  -0.522
C 9.781 12.846 -18.155  0.624
C 7.394 10.142 -22.865  -0.838
C 7.996 13.330 -16.837  -0.395
C 10.900 8.601 -31.604  0.637
C 6.804 12.507 -24.433  -0.870
C 8.111 11.070 -15.498  -1.410
C 10.818 8.398 -33.065  -1.484
H 7.250 12.021 -25.301  0.329
H 11.750 8.761 -33.498  0.385
H 11.793 8.040 -31.328  0.211
H 8.649 11.637 -14.739  0.352
H 6.026 13.176 -24.800  0.319
H 10.538 10.723 -31.851  0.312
H 8.383 10.454 -23.200  0.296
H 8.612 10.107 -15.590  0.340
H 8.007 13.777 -15.843  0.284
H 7.114 10.818 -15.137  0.355
H 10.705 7.334 -33.274  0.338
H 10.055 8.981 -33.580  0.374
H 7.386 10.080 -21.776  0.282
H 7.203 9.088 -23.070  0.331
H 6.954 13.568 -17.049  0.301
H 7.457 11.351 -17.471  0.204
H 7.453 12.976 -23.694  0.290
H 12.001 10.302 -31.027  0.303

Energy relative to the best compared isomer or geometry (same formula, charge and spin): 31.75 kcal per mole
LUMO: 0.6 eV
Charge: 0
Molar mass: 282.3 g mol⁻¹
HOMO energy: -8.8 eV

***

No. 3
Here is a structure of composition C10H18OSi from OMol25. Energies are from wB97M-V/def2-TZVPD.

Last column: Mulliken charge in e.
Cartesian coordinates (Å):
Si -1.906 0.195 -0.309  0.378
O 2.801 1.099 -1.016  -0.621
C 1.205 0.579 0.654  -0.842
C 2.216 -2.901 -0.766  -1.018
C 0.006 -0.145 -0.722  -0.528
C -2.177 0.581 1.550  -1.147
C 2.394 1.198 0.123  0.884
C 3.136 1.936 1.201  -1.407
C 1.973 -1.610 -0.773  -0.457
C -3.051 -1.364 -0.422  -1.156
C 0.973 -0.952 0.082  0.531
C -2.404 1.420 -1.595  -0.994
H -2.674 -2.272 -0.124  0.429
H 2.593 -1.022 -1.305  0.476
H 2.587 2.665 1.764  0.368
H 3.542 1.277 2.125  0.265
H -2.074 2.440 -1.387  0.341
H 0.468 -1.522 0.895  0.424
H -1.251 1.231 1.874  0.227
H 4.040 2.480 0.985  0.395
H -2.050 1.002 -2.600  0.269
H -3.046 1.160 1.741  0.464
H -3.352 -1.663 -1.515  0.280
H 0.419 0.240 -1.627  0.431
H -2.316 -0.209 2.290  0.354
H -3.478 1.581 -1.509  0.334
H 1.714 -3.568 -0.089  0.257
H 2.881 -3.385 -1.425  0.299
H -3.919 -1.160 0.219  0.300
H 0.751 0.687 1.680  0.462

Energy relative to the best compared isomer or geometry (same formula, charge and spin): 86.46 kcal per mole
LUMO: 0.7 eV
Charge: 0
Molar mass: 182.3 g mol⁻¹
HOMO energy: -8.9 eV

***

No. 4
Here is a cluster of 2 separate species, C10H18OSi2 in total from OMol25. Energies are from wB97M-V/def2-TZVPD.

Last column: Mulliken charge in e.
Cartesian coordinates (Å):
Si 3.676 1.674 -1.015  0.456
Si 2.512 -0.272 -0.307  -0.062
O -3.440 -0.445 -0.358  -0.316
C -0.112 0.598 0.680  -0.380
C -2.141 -0.349 -0.100  0.742
C 3.875 -0.074 2.913  -0.972
C -4.468 0.328 0.373  -0.294
C -5.362 0.873 -0.754  -1.061
C -1.401 -1.001 -1.081  -0.650
C 3.208 -1.932 -0.880  -1.139
C 0.674 -0.227 -0.135  0.358
C -0.057 -1.107 -1.022  -0.368
C -1.413 0.420 0.824  -0.549
H -1.954 1.026 1.571  0.260
H 3.802 -1.096 2.991  0.334
H -6.280 1.321 -0.344  0.369
H 3.441 -2.078 -1.855  0.494
H 0.499 -1.782 -1.613  0.392
H -4.728 1.382 -1.463  0.314
H 3.394 0.442 3.702  0.311
H 3.973 1.556 -2.528  -0.118
H 0.200 1.418 1.337  0.296
H 2.692 2.647 -1.018  -0.181
H 4.788 2.212 -0.100  -0.120
H 4.728 0.339 2.288  0.266
H -4.929 -0.419 1.001  0.325
H 4.093 -2.027 -0.163  0.264
H -5.773 -0.142 -1.201  0.213
H -4.007 1.242 0.824  0.284
H -2.000 -1.677 -1.811  0.199
H 2.512 -2.850 -0.757  0.335

Energy relative to the best compared isomer or geometry (same formula, charge and spin): 169.28 kcal per mole
LUMO (alpha / beta): 0.1 / 0.3 eV
Charge: 0
Molar mass: 210.4 g mol⁻¹
HOMO energy (alpha / beta): -8.2 / -6.2 eV